1.
ORCA calculation (ωB97M-V/def2-TZVPD) on C5H11N in the gas phase.

```
17
Properties=species:S:1:pos:R:3:lowdin_charge:R:1
C 1.39 0.19 -2.20 -0.1143
C 0.98 0.53 -0.77 -0.2615
C -0.17 -0.30 -0.27 -0.0928
C -0.70 -0.18 0.95 -0.3992
C -1.84 -1.01 1.46 -0.0611
N -0.23 0.81 1.90 0.0515
H 2.45 0.38 -2.36 0.0646
H 1.29 -0.89 -2.38 0.0696
H 0.82 0.72 -2.96 0.0686
H 0.69 1.58 -0.70 0.1022
H 1.83 0.42 -0.09 0.1072
H -0.59 -1.07 -0.90 0.1027
H -2.68 -0.35 1.66 0.0761
H -2.16 -1.71 0.69 0.0688
H -1.54 -1.50 2.38 0.0730
H 0.75 0.64 2.09 0.0730
H -0.29 1.73 1.49 0.0716
```

As for the SMILES: CC/C=C(/C)N. The energy above the lowest of the compared OMol25 structures with the same formula, charge and spin is 61.15 kJ/mol. The HOMO-LUMO gap is 0.3692 Ha. Its lowest unoccupied orbital energy is 0.0383 Ha.

=====

2.
ORCA calculation (ωB97M-V/def2-TZVPD) on a 2-piece molecular cluster, C5H6O overall in a non-equilibrium geometry.

```
12
Properties=species:S:1:pos:R:3:lowdin_charge:R:1
C 0.80 0.24 1.55 -0.0988
C 0.41 -0.20 0.11 -0.1386
C -0.24 0.90 -0.75 -0.4577
O 0.22 1.99 -0.56 0.1086
C -1.23 0.35 -1.69 -0.0226
C -1.48 -0.87 -1.61 0.0551
H 1.09 -0.66 2.10 0.0692
H -0.01 0.74 2.09 0.0761
H 1.68 0.91 1.59 0.0836
H -0.53 -1.21 -0.43 0.1568
H 1.34 -0.50 -0.40 0.1082
H -2.03 -1.70 -1.99 0.0601
```

The energy above the lowest of the compared OMol25 structures with the same formula, charge and spin is 485.18 kJ/mol. The HOMO-LUMO gap (alpha / beta) is 0.3185 / 0.3186 Ha. Its lowest unoccupied orbital energy (alpha / beta) is -0.0271 / -0.0271 Ha.

=====

3.
ORCA calculation (ωB97M-V/def2-TZVPD) on C20H16ClFN4O6PdS as an isolated structure in a non-equilibrium geometry.

```
50
Properties=species:S:1:pos:R:3:lowdin_charge:R:1
Pd 0.54 -1.88 -1.99 0.8447
Cl 6.29 -1.58 2.37 0.6453
C 5.13 -1.74 1.08 -0.6673
C 5.55 -1.54 -0.26 -0.0777
C 4.67 -1.64 -1.30 0.0084
C 3.30 -1.96 -1.08 -0.3292
O 2.51 -2.04 -2.10 -0.1425
C 2.91 -2.20 0.26 -0.1398
C 1.62 -2.65 0.59 -0.1717
O 0.72 -2.99 -0.20 -0.1069
C 3.84 -2.06 1.33 -0.0668
H 6.59 -1.29 -0.45 0.1097
H 4.99 -1.48 -2.32 0.1235
H 1.40 -2.77 1.66 0.1385
H 3.51 -2.24 2.35 0.1172
F -1.04 4.06 1.14 0.0862
C -1.37 3.79 -0.13 -0.1932
C -0.51 3.19 -0.95 0.0374
N -0.81 2.92 -2.28 0.0145
C 0.08 2.06 -3.06 -0.0203
C 0.21 0.66 -2.51 -0.5921
O 0.52 -0.26 -3.35 -0.0895
O 0.04 0.43 -1.29 -0.0840
C -2.02 3.32 -2.83 -0.4593
O -2.33 3.12 -3.99 0.0900
N -2.86 3.97 -1.95 0.2159
C -2.68 4.22 -0.58 -0.3988
O -3.53 4.75 0.09 0.1063
H 0.47 2.90 -0.61 0.1481
H 1.07 2.52 -3.11 0.1456
H -0.31 2.00 -4.07 0.1297
H -3.74 4.27 -2.34 0.1668
N -2.53 -3.19 0.26 0.1385
C -2.04 -2.17 -0.44 -0.8070
S -1.81 -2.30 -2.15 0.6769
N -1.74 -1.02 0.15 0.0716
C -1.82 -0.66 1.52 -0.2154
C -0.82 0.18 1.99 -0.0151
C -0.85 0.63 3.30 -0.0659
C -1.87 0.23 4.15 -0.0816
C -2.87 -0.61 3.68 -0.0735
C -2.86 -1.05 2.36 -0.0367
H -2.56 -4.07 -0.23 0.1043
H -2.41 -3.22 1.26 0.1040
H -1.20 -0.39 -0.45 0.0640
H -0.03 0.49 1.32 0.1119
H -0.08 1.30 3.66 0.1106
H -1.90 0.58 5.18 0.1057
H -3.69 -0.90 4.33 0.1077
H -3.68 -1.65 1.98 0.1112
```

The energy above the lowest of the compared OMol25 structures with the same formula, charge and spin is 5.58 kJ/mol. The HOMO-LUMO gap is 0.2682 Ha. Its lowest unoccupied orbital energy is -0.0400 Ha.

=====

4.
ORCA calculation (ωB97M-V/def2-TZVPD) on C5H7N in the gas phase in a non-equilibrium geometry.

```
13
Properties=species:S:1:pos:R:3:lowdin_charge:R:1
C 1.53 1.32 1.82 -0.0448
C 1.18 -0.07 1.49 -0.1921
C 0.80 -0.62 0.05 -0.2293
C -0.71 -0.23 -0.06 -0.2156
C -1.38 -0.43 -1.43 -0.1650
N -1.88 -0.15 -2.52 0.1004
H 1.58 1.95 2.92 0.1076
H 1.62 2.12 0.97 0.0589
H 1.04 -0.83 2.39 0.1168
H 1.10 -1.75 -0.06 0.1348
H 1.39 -0.15 -0.79 0.1129
H -1.24 -0.84 0.67 0.0981
H -0.84 0.80 0.35 0.1173
```

As for the SMILES: C=CCCC#N. The energy above the lowest of the compared OMol25 structures with the same formula, charge and spin is 320.65 kJ/mol. The HOMO-LUMO gap is 0.3896 Ha. Its lowest unoccupied orbital energy is 0.0277 Ha.